Arrangement w

29
Properties=species:S:1:pos:R:3 method="wB97M-V/def2-TZVPD" gap_ev=9.41 charge=-1
O 0.41 -0.23 -0.10
H 0.15 -0.46 0.84
O -1.72 -2.34 2.53
H -1.92 -2.16 3.58
H -1.74 -1.38 2.37
O -0.92 2.79 -0.34
H -0.02 2.67 0.06
H -0.67 3.37 -1.14
O -0.13 -2.87 -0.10
H -0.34 -3.11 0.73
H 0.06 -1.93 -0.12
O 2.36 -0.98 1.82
H 1.87 -0.59 1.24
H 1.92 -0.76 2.69
O -1.91 -0.26 -1.28
H -1.80 -0.05 -2.27
H -1.14 -0.37 -0.76
O 1.75 2.01 -0.05
H 1.34 1.13 -0.23
H 2.51 2.02 0.71
O 0.09 1.60 -2.91
H 0.66 0.90 -2.82
H -0.16 1.91 -1.95
O -1.68 0.36 1.77
H -1.15 0.54 0.86
H -2.53 0.68 1.67
O 1.47 -0.66 -2.46
H 1.21 -0.55 -1.61
H 2.02 -1.31 -2.74

=====

Arrangement x

29
Properties=species:S:1:pos:R:3 method="wB97M-V/def2-TZVPD" gap_ev=9.64 charge=-1
O -3.04 2.66 -1.14
H -3.71 2.26 -1.71
H -2.82 1.85 -0.67
O 0.81 2.18 -2.20
H 0.25 2.29 -1.42
H 0.77 1.26 -2.46
O 2.90 -2.17 1.34
H 2.72 -1.29 0.97
H 3.13 -2.63 0.53
O -0.68 1.92 0.21
H -0.13 -2.14 -0.04
H -0.94 1.28 -0.54
O -0.48 -1.45 0.51
H 1.70 0.82 0.09
H -0.47 1.34 0.94
O 2.10 -0.06 3.38
H 1.20 0.24 3.49
H 2.09 -0.58 2.57
O -1.63 0.06 -1.31
H -0.85 -0.84 -0.20
H -1.29 0.11 -2.21
O 2.46 0.59 -0.45
H 2.71 1.27 -1.07
H -0.69 -1.76 2.91
O -0.64 -0.85 3.18
H -0.58 -0.27 2.44
O -1.28 -2.26 -2.41
H -1.45 -1.36 -1.95
H -2.15 -2.47 -2.76

=====

Arrangement y

29
Properties=species:S:1:pos:R:3 method="wB97M-V/def2-TZVPD" gap_ev=7.85 charge=-1
O 0.51 -1.63 0.43
H 0.41 -2.09 1.34
H -1.94 -0.64 4.05
O -1.73 -2.86 -2.11
H -1.66 -2.10 -1.54
H 2.18 -0.39 0.00
O 3.97 1.67 -0.43
H -1.16 -3.60 -1.92
H 3.22 1.08 -0.20
O 1.35 0.53 -3.35
H -0.97 -0.07 1.66
H -0.14 -2.23 0.05
O -0.60 0.83 1.67
H 2.27 -1.28 -1.34
H 2.18 0.59 -2.85
O -2.64 2.81 1.06
H -3.45 2.35 1.32
H -2.23 1.96 0.78
O -0.64 3.74 -1.21
H 0.20 3.48 -1.58
H -1.14 -3.50 1.75
O -0.76 -2.86 2.35
H -1.38 -1.83 2.90
H -0.36 1.06 0.77
O -2.03 -0.94 3.15
H 3.63 2.07 -1.24
O 2.52 -0.47 -0.89
H 1.43 1.32 -3.90
H -1.01 3.02 -0.69

=====

Arrangement z

29
Properties=species:S:1:pos:R:3 method="wB97M-V/def2-TZVPD" gap_ev=8.81 charge=-1
O 4.62 -0.65 -0.06
H -2.02 0.26 0.44
H 4.33 -1.57 -0.12
O -1.17 0.68 -2.11
H -0.31 1.01 -2.38
H -2.27 1.57 -1.82
O 1.08 -0.75 -1.25
H 0.29 -0.64 -1.80
H 0.73 -0.29 -0.47
O -0.03 2.95 1.22
H 1.64 -3.21 0.41
H -1.11 0.31 -0.79
O 2.19 -3.08 -0.39
H -0.21 -4.07 1.91
H 0.39 2.53 0.45
O -4.97 0.56 -0.28
H -4.95 0.97 0.60
H -4.56 1.30 -0.80
O 3.04 2.26 2.54
H 2.36 1.81 3.06
H 3.53 1.53 2.17
O -0.01 -3.78 1.02
H -0.29 -4.42 0.36
H 1.53 -2.61 -0.93
O -1.12 -0.03 0.24
H 3.93 -0.12 -0.46
O -3.01 2.06 -1.24
H -0.95 3.00 0.93
H -2.66 2.42 -0.43

=====

Calculated relative energies: arrangement w 0.0670; arrangement x 0.0000; arrangement y 0.0568; arrangement z 0.0121, given in hartree

=====

Arrangement w

29
Properties=species:S:1:pos:R:3 method="wB97M-V/def2-TZVPD" gap_ev=9.14 charge=-1
O -0.09 1.40 -2.22
H 0.23 0.58 -1.79
H -1.40 -0.93 1.29
O -2.81 2.07 0.58
H -3.52 2.30 -0.02
H 0.91 0.38 0.26
O 1.97 -2.32 -1.48
H -2.71 1.09 0.53
H 1.78 -2.88 -0.73
O -0.04 3.94 -0.95
H 0.11 -1.95 0.80
H -1.01 1.50 -1.97
O 0.32 -2.68 1.43
H -0.51 -0.30 0.05
H 0.35 3.32 -1.59
O 3.52 0.49 1.34
H 2.79 0.42 1.97
H 3.18 -0.06 0.62
O -0.70 2.39 2.53
H -1.13 2.04 3.30
H -0.23 -4.15 -1.23
O -0.29 -3.57 -1.99
H 0.56 -3.51 -2.43
H -0.43 -3.25 1.24
O -1.50 -0.15 0.74
H 1.47 -1.50 -1.57
O 0.70 -0.42 -0.25
H -0.20 3.32 -0.23
H -1.30 2.43 1.78

=====

Arrangement x

29
Properties=species:S:1:pos:R:3 method="wB97M-V/def2-TZVPD" gap_ev=9.06 charge=-1
O 2.23 -1.17 -1.84
H 2.61 -0.54 -2.47
H -0.51 0.36 -1.35
O -2.34 1.51 1.86
H -2.05 1.37 2.77
H 0.03 -2.70 -1.95
O 1.72 3.65 -1.03
H -2.67 2.42 1.90
H 1.08 3.20 -0.40
O -1.22 -2.39 0.37
H -0.41 1.97 0.97
H 1.39 -0.70 -1.56
O 0.38 1.97 0.40
H -2.53 1.44 -1.34
H -0.57 -1.78 -0.03
O -0.16 0.37 3.26
H -0.06 -0.59 3.22
H 0.59 0.65 2.71
O 1.58 -1.74 1.47
H 1.47 -2.67 1.27
H 1.22 -1.29 0.70
O -2.66 0.72 -1.96
H -2.37 -0.10 -1.57
H 0.26 0.99 0.07
O 0.00 -0.25 -0.81
H 2.60 3.32 -0.83
O 0.67 -3.27 -2.38
H -1.86 -1.86 0.85
H 1.57 -2.91 -2.30

=====

Arrangement y

29
Properties=species:S:1:pos:R:3 method="wB97M-V/def2-TZVPD" gap_ev=9.23 charge=-1
O -0.40 0.43 -0.14
H 0.52 0.22 -0.16
O 0.37 0.34 -2.71
H 0.22 0.18 -1.79
H -0.31 0.88 -3.07
O -0.64 -2.13 -0.07
H -1.60 -2.14 -0.18
H -0.52 -1.15 -0.05
O 1.96 0.41 2.11
H 1.41 -0.05 2.76
H 2.27 -0.35 1.70
O 1.44 2.37 -0.14
H 0.73 1.68 0.00
H 2.20 1.83 0.01
O 1.52 -2.83 1.38
H 1.64 -3.77 1.15
H 0.84 -2.51 0.71
O -1.83 0.91 2.02
H -2.06 0.06 2.48
H -1.17 0.74 1.31
O -1.70 2.69 -1.19
H -1.69 1.72 -1.03
H -2.54 3.06 -1.55
O 2.31 -1.09 -0.61
H 2.90 -0.32 -0.45
H 2.69 -1.85 -0.10
O -2.97 -0.05 -1.03
H -2.07 0.07 -0.64
H -3.54 0.64 -0.71

=====

Arrangement z

29
Properties=species:S:1:pos:R:3 method="wB97M-V/def2-TZVPD" gap_ev=8.59 charge=-1
O 0.21 0.60 3.88
H 0.57 0.03 3.19
H -2.00 0.14 -0.47
O 3.52 -0.80 -0.41
H 4.38 -1.03 -0.75
H -0.04 -2.24 -2.96
O 0.97 0.40 -2.60
H 3.17 -0.10 -0.97
H 0.35 0.68 -1.89
O -0.99 3.01 -0.96
H 1.73 -1.75 -0.61
H -0.08 1.33 3.32
O 0.88 -2.04 -0.27
H 1.60 2.64 2.18
H -1.91 3.26 -1.25
O -1.58 0.94 2.26
H -2.13 0.18 2.45
H -1.25 0.60 1.22
O -3.65 -2.19 -0.35
H -3.28 -1.32 -0.50
H -3.18 -2.79 0.23
O 1.99 3.03 1.38
H 1.24 2.85 0.78
H 0.37 -1.27 -0.01
O -1.15 0.18 -0.03
H 0.19 -0.05 -2.97
O -0.05 -3.17 -2.70
H -1.45 2.14 -0.72
H 0.28 -3.10 -1.81

=====

Calculated relative energies: arrangement w 0.0261; arrangement x 0.0000; arrangement y 0.0406; arrangement z 0.0627, given in hartree

=====

Arrangement w

10
Properties=species:S:1:pos:R:3 method="wB97M-V/def2-TZVPD" smiles="[H]/N=C(/N)NN=O" gap_ev=9.87
H 2.02 -1.45 0.22
N 2.07 -0.45 0.12
C 0.91 0.01 -0.03
N 0.65 1.34 -0.13
N -0.27 -0.88 -0.12
N -1.55 -0.67 -0.03
O -1.86 0.52 0.15
H 1.43 1.98 0.15
H -0.31 1.72 -0.07
H 0.02 -1.84 -0.11

=====

Arrangement x

10
Properties=species:S:1:pos:R:3 method="wB97M-V/def2-TZVPD" gap_ev=9.50
C 1.38 0.85 -1.48
N -1.28 0.36 0.05
N -0.22 0.26 0.78
N 2.05 -0.02 -1.08
N 0.47 -0.72 1.05
O 0.77 1.68 -2.01
H -1.46 1.36 -0.12
H 0.24 1.25 0.99
H 2.84 0.00 -0.43
H 0.00 -1.63 0.82

=====

Arrangement y

10
Properties=species:S:1:pos:R:3 method="wB97M-V/def2-TZVPD" gap_ev="6.05 / 10.30"
C -1.38 0.10 0.67
N 0.64 -0.46 1.72
N 1.53 -0.30 -0.78
N 1.41 0.82 -1.23
N -0.47 -0.30 1.70
O 1.57 -1.42 -1.28
H -0.80 0.08 -0.24
H -2.12 -0.58 0.80
H -1.69 1.17 0.89
H 1.31 0.90 -2.25

=====

Arrangement z

10
Properties=species:S:1:pos:R:3 method="wB97M-V/def2-TZVPD" gap_ev=10.09
C -0.90 -0.40 -0.38
N 2.41 0.15 0.20
N 1.54 -0.95 0.41
N 1.29 0.85 -0.11
N 0.45 -0.19 0.09
O -1.81 0.09 0.58
H -1.10 0.38 -1.22
H -1.22 -1.42 -0.45
H 1.09 1.82 -0.49
H -1.77 -0.33 1.37

=====

Calculated relative energies: arrangement w 0.0000; arrangement x 0.0330; arrangement y 0.1322; arrangement z 0.1164, given in hartree

=====

Arrangement w

23
Properties=species:S:1:pos:R:3 method="wB97M-V/def2-TZVPD" gap_ev=6.73 charge=-1
C -1.18 -1.53 -2.93
C -2.08 -0.53 -2.18
S -1.91 -0.32 -0.45
H -1.49 -2.60 -2.74
H -0.07 -1.54 -2.71
H -1.31 -1.22 -3.99
H -3.10 -0.49 -2.57
H -1.64 0.34 -2.55
H -0.99 -1.98 1.49
H -1.41 -1.27 2.75
O -0.63 -1.73 2.37
H 0.28 0.10 2.96
H 0.38 -0.61 4.13
O -0.18 0.26 3.80
H 1.58 -0.76 1.50
H 1.57 0.43 0.63
O 1.97 0.07 1.42
H 1.11 1.61 -1.89
H -0.08 1.84 -1.07
O 0.88 2.06 -1.11
H 2.82 2.09 1.55
H 2.36 2.93 0.51
O 3.13 2.85 1.10

=====

Arrangement x

23
Properties=species:S:1:pos:R:3 method="wB97M-V/def2-TZVPD" gap_ev=6.87 charge=-1
C -0.68 -1.96 -2.88
C -1.95 -1.46 -2.24
S -1.59 -0.31 -0.86
H -0.02 -2.38 -2.11
H -0.10 -1.15 -3.32
H -0.83 -2.73 -3.63
H -2.51 -2.31 -1.87
H -2.47 -0.89 -3.01
H -0.25 -2.24 1.49
H -1.31 -1.20 1.73
O -0.59 -1.66 2.18
H -0.28 0.25 2.99
H 0.43 -0.25 4.22
O -0.09 0.50 3.91
H 1.51 0.64 2.48
H 1.72 0.29 0.97
O 2.17 0.51 1.79
H 1.44 -0.02 -1.55
H 0.92 1.30 -2.21
O 1.70 0.84 -1.89
H 1.67 3.08 0.80
H 1.89 2.82 -0.73
O 1.89 3.49 -0.04

=====

Calculated relative energies: arrangement w 0.0413; arrangement x 0.0000, given in hartree